Record 1
C27H32CsN9O6S2Si as an isolated structure, computed with the ωB97M-V functional and the def2-TZVPD basis.

Calculated values
* HOMO-LUMO gap: 0.1978 hartree
* total energy: -84311.033 eV
* molecular weight: 803.7 g/mol
* net charge: -2

XYZ file:
```
78
C27H32CsN9O6S2Si, DFT the ωB97M-V functional and the def2-TZVPD basis
Cs -0.8503 -0.5535 -0.6059
S -0.3236 -3.7625 -1.4719
S 1.1311 -5.1015 -0.8923
Si 2.5593 1.4460 -2.3585
O -1.0493 -3.3044 -0.2426
O -1.2173 -4.4503 -2.3912
O -1.2840 3.6751 -2.2383
O 3.2912 -4.7522 4.7751
O 0.3218 -2.5781 -2.0712
O 2.2990 -3.2022 5.8912
N -0.9800 1.3638 1.9823
N -1.7152 0.0297 3.7979
N 1.0063 2.1410 -2.5057
N 0.9850 -1.9218 1.5401
N -1.6988 -0.9350 3.0236
N 2.5861 -5.0255 2.2829
N 2.5803 -3.7285 4.8204
N 1.8250 -3.0613 1.4729
N 2.0943 -3.1342 3.7254
C -0.9343 -3.7213 5.3774
C 0.7288 3.0538 -3.4420
C -2.1762 2.6602 -2.2323
C -0.8895 2.5426 1.3737
C -2.2733 2.3718 3.7174
C -0.4689 3.8281 -3.3714
C 2.1983 -3.7700 2.5336
C -1.5620 -2.2205 3.6325
C -4.1360 0.6843 -2.0189
C -1.4787 3.6931 1.8898
C -3.2390 0.6778 -3.0770
C -1.6607 1.2897 3.1064
C 1.1229 4.3316 -5.5331
C 1.5059 3.3868 -4.6017
C -3.0734 2.6666 -1.1624
C -0.8587 4.7697 -4.2963
C -4.0423 1.6809 -1.0578
C -1.1035 -4.7904 4.5040
C -1.7181 -3.2803 2.7446
C -1.1527 -2.4247 4.9422
C 2.5863 0.1900 -0.9683
C -2.2549 1.6508 -3.1946
C -1.4874 -4.5760 3.1893
C 3.2117 0.4529 -3.8421
C -0.0687 5.0448 -5.4091
C -2.1831 3.6019 3.0765
C 3.8574 2.7827 -1.9850
H 3.5600 1.0621 -4.6789
H -1.3758 4.6306 1.3599
H -2.6536 4.4762 3.5099
H 3.6221 3.2962 -1.0487
H 3.8903 3.5365 -2.7764
H -0.3277 2.5780 0.4430
H 3.1215 -5.5084 2.9799
H -4.8879 -0.0897 -1.9338
H 2.4319 -5.3707 1.3440
H 2.4351 2.8533 -4.7518
H -2.9855 3.4583 -0.4316
H -0.5706 -3.8824 6.3829
H 1.7702 4.5164 -6.3850
H -0.9577 -1.5824 5.5915
H -1.5406 1.6215 -4.0054
H 4.8562 2.3433 -1.8908
H -1.7936 5.2933 -4.1260
H 0.1022 -2.2992 1.1948
H -0.3707 5.7819 -6.1416
H 4.0423 -0.1835 -3.5218
H -0.8898 -5.7988 4.8379
H 0.8849 -1.7099 2.5290
H 2.4223 -0.2090 -4.2103
H -3.2909 -0.1142 -3.8140
H -2.7930 2.2407 4.6560
H 1.7191 -3.5938 0.5877
H 3.6005 -0.1831 -0.8050
H -4.7213 1.7010 -0.2129
H -1.9411 -3.0860 1.6983
H 1.9910 -0.6735 -1.2797
H 2.1975 0.5750 -0.0230
H -1.5581 -5.4010 2.4924
```

Atom charges from the Mulliken analysis, given in e for atoms 1 to 4: number 1, Cs, carries 1.193; number 2, S, carries 0.833; number 3, S, carries -0.708; number 4, Si, carries -0.126

---

Record 2
C33H35BFeN2O4Te as an isolated structure, computed with the ωB97M-V functional and the def2-TZVPD basis.

Calculated values
* <S²>: 8.771
* HOMO-LUMO gap (alpha / beta): 0.2532 / 0.2411 hartree
* total energy: -88317.730 eV
* multiplicity: 6
* molecular weight: 717.9 g/mol
* net charge: -1

XYZ file:
```
77
C33H35BFeN2O4Te, DFT the ωB97M-V functional and the def2-TZVPD basis
Te -0.6680 -0.9370 -1.1985
Fe 1.6912 -2.1962 1.8084
O 2.0846 -0.2955 2.2423
O 2.6553 -1.7639 -0.0050
O 3.3184 4.2655 1.9693
O -0.1427 -3.1780 2.4574
N -0.2108 -2.1803 0.4916
N 3.0226 -3.5554 2.5460
C -2.9057 -3.5677 2.5601
C 3.4890 -0.8802 -0.2417
C -3.0837 0.9926 -2.1228
C 0.3402 3.3315 0.9873
C -4.2742 -3.8393 0.1641
C -2.2506 -3.3035 1.3608
C -4.2393 -3.9471 2.5633
C -3.6729 0.7253 -0.7614
C -2.1033 1.5639 -4.6542
C -3.2823 2.1720 -4.2369
C -2.9412 -3.4528 0.1635
C -3.7628 1.8655 -2.9753
C -1.8814 0.4221 -2.5414
C -1.4343 0.1623 2.0555
C 2.6915 1.9402 2.1429
C 3.3263 2.9803 1.5147
C 4.0964 1.5187 -0.2059
C -4.0070 3.1366 -5.1392
C 4.5891 -1.2001 -1.2264
C -4.9282 -4.0800 1.3645
C -0.6677 1.1246 1.1901
C 4.0449 2.7792 0.3169
C 3.7667 -4.4238 2.7133
C 0.8123 3.0141 -0.2768
C -1.4024 0.6887 -3.8329
C -0.3748 2.3892 1.7069
C 0.5348 1.7660 -0.8058
C 2.7015 0.6266 1.5968
C -0.1458 0.0447 -4.3719
C -0.8173 -2.8632 1.4144
C 2.6319 4.5245 3.1788
C 3.4277 0.4242 0.3795
C -0.2193 0.8290 -0.1006
B 4.7946 -5.5973 2.9575
H 5.5598 -0.9460 -0.8010
H -2.0008 0.7056 2.8128
H 0.9020 1.5210 -1.7951
H 4.8116 -6.2852 1.9560
H -4.7416 -4.1473 3.5014
H 4.4667 -0.6355 -2.1530
H 4.5347 3.6196 -0.1546
H 0.7316 0.3079 -3.7783
H -4.2310 2.6826 -6.1064
H 0.0329 0.3556 -5.4013
H -3.3986 4.0237 -5.3275
H -2.1276 -0.4444 1.4749
H -1.7235 1.7749 -5.6501
H 3.0806 3.9772 4.0118
H -2.4278 -3.2825 -0.7732
H 4.5499 -2.2623 -1.4521
H 1.5762 4.2545 3.1031
H -0.7502 -0.5202 2.5639
H 4.4094 -6.2269 3.9228
H -5.9689 -4.3797 1.3654
H 1.3956 3.7268 -0.8456
H 5.8812 -5.0927 3.1649
H 2.1362 2.0657 3.0592
H 2.7225 5.5935 3.3564
H -3.4535 -0.2886 -0.4255
H 4.6491 1.3633 -1.1242
H -4.8009 -3.9565 -0.7748
H -0.7288 2.6330 2.7028
H -0.2203 -1.0438 -4.3512
H -4.6942 2.3122 -2.6395
H -4.7557 0.8559 -0.7755
H 0.5314 4.3084 1.4154
H -4.9456 3.4629 -4.6915
H -2.3460 -3.4724 3.4807
H -3.2595 1.4138 -0.0201
```

Atom charges from the Mulliken analysis, given in e for atoms 1 to 4: number 1, Te, carries 0.463; number 2, Fe, carries 0.817; number 3, O, carries -1.026; number 4, O, carries -0.431

---

Record 3
A 8-piece molecular cluster, C22H58N2O8 overall, computed with the ωB97M-V functional and the def2-TZVPD basis.

Calculated values
* structure (SMILES): CC1(C)CCCC(C)(C)N1O.CC1(C)CCCC(C)(C)N1O.CO.CO.CO.CO.O.O
* HOMO-LUMO gap: 0.2989 hartree
* total energy: -43108.337 eV
* molecular weight: 478.7 g/mol
* net charge: 0

XYZ file:
```
90
C22H58N2O8, DFT the ωB97M-V functional and the def2-TZVPD basis
O -2.9514 2.9841 3.8101
O 2.1328 -3.6287 3.0666
O 3.1940 2.5507 0.7360
O -0.4104 0.6245 -2.2841
O -1.0078 4.8816 3.7967
O -5.0457 2.8227 1.7362
O -0.4102 5.1449 -0.5555
O 0.0663 2.2120 -0.0806
N -1.5600 -0.0428 -2.7016
N 2.9628 -3.2059 2.0668
C -2.0873 -0.8413 -0.4154
C -0.8186 2.1449 0.9706
C 5.3144 -3.0403 1.1289
C 3.3778 -1.8696 -0.0686
C -2.5560 0.8726 -3.4009
C -5.0569 3.9140 0.8039
C -1.9872 1.6284 -4.6378
C -1.1180 5.8034 0.3983
C 1.7604 -3.7255 -0.0357
C 1.3493 -1.5340 1.2668
C -3.3236 -1.8239 -2.4621
C 4.7846 -2.5538 -0.2128
C -0.8588 -2.2691 -2.1289
C -3.7660 0.0302 -3.9757
C 4.1971 -5.3279 1.3188
C 5.0274 -4.0772 3.3695
C -3.0666 1.9390 -2.4891
C -1.9433 -1.2021 -1.9215
C -4.3976 -0.9173 -2.9505
C 4.3261 -3.9215 1.9423
C 2.3318 -2.6110 0.8857
C 3.6361 1.7173 1.8379
H -2.3933 3.7608 3.7699
H -0.6594 5.6658 1.3775
H -0.5379 4.0740 4.0045
H -3.0800 -2.5665 -3.2220
H 3.9699 2.2220 2.7445
H -1.7401 0.9003 -5.4105
H 3.5820 -0.8202 0.1436
H 3.6422 2.4103 -0.1013
H -3.0389 -1.2035 -0.0264
H 4.4867 -4.6170 4.1468
H -5.8732 3.8975 0.0817
H -2.6579 2.4033 -5.0092
H 1.9180 -4.4831 2.6853
H 2.9684 -1.8374 -1.0782
H -5.9206 2.7785 2.1291
H 4.7398 -3.3296 -0.9771
H 2.7541 1.1694 2.1695
H -0.7558 -2.4376 -3.2009
H -4.5474 0.6977 -4.3390
H 4.4246 1.0194 1.5563
H -5.2011 4.8154 1.3994
H 5.3615 -3.1412 3.8173
H -0.3435 5.5681 3.8571
H 5.9586 -4.5988 3.1483
H -0.6736 1.2245 -1.5823
H -2.1106 5.3560 0.4492
H 0.8919 -3.2417 -0.4825
H -3.5710 1.5764 -1.5934
H -0.4696 2.7642 1.7969
H -1.0106 2.0953 -4.5103
H 5.4219 -2.0831 1.6391
H 2.3563 -4.0303 -0.8960
H 0.0917 -1.9115 -1.7327
H 1.8347 -0.8903 2.0004
H -2.1012 0.2457 -0.3360
H -5.1586 -1.4526 -3.5183
H -1.6949 2.6240 0.5341
H 5.5635 -1.8441 -0.4914
H 1.0411 -0.9995 0.3683
H 6.3490 -3.3647 1.0168
H -4.1470 3.9416 0.2044
H -1.4347 -1.3791 0.2724
H 4.9948 -6.0516 1.4864
H -3.5734 3.0981 3.0915
H 1.3472 -4.6252 0.4202
H -4.8555 -0.2499 -2.2203
H -3.7244 -2.3613 -1.6026
H 4.0027 -5.2109 0.2527
H -3.4033 -0.4902 -4.8622
H -3.8176 2.5633 -2.9732
H -2.3039 2.6898 -2.2827
H -1.1664 6.8671 0.1656
H 0.8813 1.8117 0.2310
H 3.2728 -5.8894 1.4541
H -0.8838 1.1101 1.3070
H -1.1931 -3.1955 -1.6618
H 0.4917 -1.9772 1.7730
H -0.3995 4.2540 -0.1979
```

Atom charges from the Mulliken analysis, given in e for atoms 1 to 4: number 1, O, carries -0.667; number 2, O, carries -0.437; number 3, O, carries -0.513; number 4, O, carries -0.492

---

Record 4
An isolated ion of composition C13H21N4O2 and charge +1, computed with the ωB97M-V functional and the def2-TZVPD basis.

Calculated values
* structure (SMILES): C[N+](C)(C)CCCNC(=O)c1ccc(/C=N/O)nc1
* HOMO-LUMO gap: 0.3224 hartree
* total energy: -23869.815 eV
* molecular weight: 265.3 g/mol
* net charge: +1

XYZ file:
```
40
C13H21N4O2, DFT the ωB97M-V functional and the def2-TZVPD basis
O 0.1656 0.3263 -1.7562
O -1.3630 -5.1621 4.6290
N -0.9517 -4.0766 3.9060
N -0.1674 -1.9775 2.3552
N -0.2624 3.6469 -2.4907
N 1.6334 0.8790 -0.1414
C -0.0552 5.0765 -2.7765
C -0.3430 -2.1595 -0.4010
C 1.6309 3.2912 -0.7634
C 0.6552 0.0929 -0.6558
C 0.1333 3.3336 -1.0829
C -1.6963 3.3254 -2.6278
C -0.7688 -3.2014 0.3946
C -0.6463 -3.0840 1.7863
C -1.0554 -4.1795 2.6450
C 2.2829 1.9051 -0.9270
C 0.1983 -1.0200 0.1991
C 0.2326 -0.9873 1.5969
C 0.4793 2.8316 -3.4693
H 1.5241 3.1295 -3.5003
H -1.1840 -4.0959 -0.0419
H -2.2796 3.8487 -1.8721
H -1.4470 -5.0758 2.1621
H 2.1946 4.0133 -1.3535
H -0.4069 -2.2090 -1.4781
H -1.2179 -4.9233 5.5578
H -0.3202 5.2922 -3.8101
H 2.0400 0.6313 0.7456
H 0.3973 1.7791 -3.1876
H -1.8411 2.2522 -2.5102
H 3.3250 1.9777 -0.6117
H -0.6755 5.6877 -2.1230
H -2.0542 3.6208 -3.6123
H 0.0523 2.9687 -4.4607
H 0.5718 -0.1109 2.1369
H 0.9866 5.3498 -2.6236
H 2.2625 1.5804 -1.9689
H 1.7386 3.5833 0.2827
H -0.2932 2.3607 -0.8394
H -0.3476 4.0832 -0.4513
```

Atom charges from the natural (NBO) analysis, given in e for atoms 1 to 4: number 1, O, carries -0.681; number 2, O, carries -0.529; number 3, N, carries -0.045; number 4, N, carries -0.385

---

Record 5
An isolated ion of composition C6H8N and charge +1, computed with the ωB97M-V functional and the def2-TZVPD basis.

Calculated values
* structure (SMILES): C=[N+]=C1CC12CC2
* HOMO-LUMO gap: 0.3646 hartree
* total energy: -7830.067 eV
* molecular weight: 94.1 g/mol
* net charge: +1

XYZ file:
```
15
C6H8N, DFT the ωB97M-V functional and the def2-TZVPD basis
N 1.6270 0.8663 -0.0102
C -0.6630 -0.3230 -0.3129
C 0.5881 0.4230 -0.4518
C 2.7252 1.2115 0.4562
C -1.0740 -1.6304 0.2851
C -0.5449 0.5787 -1.4467
C -1.6911 -0.3861 0.8243
H -1.7024 -2.4406 -0.1649
H -0.1649 0.2134 -2.4018
H 3.6457 0.9193 -0.1041
H -2.6221 -0.2580 0.5245
H -0.9528 1.5015 -1.3693
H -1.5006 -0.1995 1.8652
H -0.4183 -2.3361 0.8772
H 2.7480 1.8601 1.4295
```

Atom charges from the natural (NBO) analysis, given in e for atoms 1 to 4: number 1, N, carries -0.244; number 2, C, carries -0.103; number 3, C, carries 0.412; number 4, C, carries 0.020

---

Record 6
A 2-piece molecular cluster, C2H3Cl2NO3 overall, computed with the ωB97M-V functional and the def2-TZVPD basis.

Calculated values
* HOMO-LUMO gap (alpha / beta): 0.4362 / 0.2558 hartree
* total energy: -34793.312 eV
* molecular weight: 160.0 g/mol
* net charge: 0

XYZ file:
```
11
C2H3Cl2NO3, DFT the ωB97M-V functional and the def2-TZVPD basis
Cl -1.6905 2.3191 -1.8916
Cl -1.5478 1.8097 1.0495
O 2.9853 -2.5342 2.5135
O 0.8028 -1.5197 0.2296
O 0.2135 -0.3141 0.4102
N 2.0794 -2.6251 1.7932
C -0.8168 1.5188 -0.5425
C -0.6081 0.0245 -0.7291
H -0.0298 -0.1595 -1.6364
H -1.5605 -0.5096 -0.6546
H 0.1726 1.9900 -0.5419
```

Atom charges from the natural (NBO) analysis, given in e for atoms 1 to 4: number 1, Cl, carries -0.011; number 2, Cl, carries 0.003; number 3, O, carries -0.214; number 4, O, carries -0.119

---

Record 7
C19H24BN6O2S3SbSe4Zr as an isolated structure, computed with the ωB97M-V functional and the def2-TZVPD basis.

Calculated values
* HOMO-LUMO gap: 0.1980 hartree
* total energy: -335521.595 eV
* molecular weight: 1004.3 g/mol
* net charge: -2

XYZ file:
```
61
C19H24BN6O2S3SbSe4Zr, DFT the ωB97M-V functional and the def2-TZVPD basis
Sb -0.2353 3.7463 3.6531
Zr -0.3734 0.7113 -0.2348
Se -0.8698 5.9195 2.7610
Se -2.0001 2.6886 5.0096
Se 1.9931 3.5416 4.6270
Se -0.1398 2.3926 1.4262
S 1.3582 2.3946 -1.2913
S 2.4701 0.4564 1.3597
S 2.3826 0.1975 -3.1855
O 2.8417 2.7956 -3.2960
O 0.4940 -1.1033 -0.3839
N -1.8066 1.7507 -2.4946
N -1.1007 -0.5142 1.7315
N -2.5329 -0.2603 -0.5736
N -2.4082 -0.5917 -1.8752
N -1.7399 2.2214 -1.2251
N -0.9006 -1.8578 3.4503
C 2.2122 1.7787 -2.6723
C -3.2836 -1.5450 -2.2050
C 3.7441 2.5135 -4.3577
C 0.7430 -4.9838 0.9624
C 0.0638 -2.6820 1.3210
C 2.3873 0.1232 3.1192
C -0.6012 -1.6667 2.1444
C 1.2686 -4.6235 -0.2795
C -3.5031 -1.0176 -0.0765
C 3.8353 -0.6273 0.8819
C -1.6389 -0.7758 3.8855
C 1.1877 -3.3177 -0.7211
C -2.1161 3.4934 -1.2503
C 0.5687 -2.3295 0.0597
C -2.2390 2.7154 -3.3099
C 0.1522 -4.0093 1.7461
C -4.0234 -1.8503 -1.0728
C -2.4585 3.8570 -2.5538
C -1.7677 0.0348 2.8108
B -1.4170 0.2550 -2.7528
H -1.5605 -0.0122 -3.9141
H 0.7909 -6.0086 1.3073
H 3.1813 0.6431 3.6515
H 4.0606 3.4887 -4.7249
H -2.2678 0.9857 2.7649
H -2.7962 4.8193 -2.8965
H 1.7463 -5.3700 -0.9034
H 4.6008 1.9452 -3.9940
H -2.0994 4.0740 -0.3394
H 1.4400 0.5196 3.4861
H 3.2591 1.9392 -5.1455
H 4.7691 -0.2939 1.3380
H -2.3494 2.5288 -4.3654
H 3.6382 -1.6654 1.1609
H -3.3148 -1.9371 -3.2073
H -4.8140 -2.5744 -0.9757
H -3.7783 -0.9283 0.9620
H 3.9170 -0.5599 -0.2031
H -0.5535 -2.6056 4.0202
H -0.2710 -4.2898 2.7046
H 1.5974 -3.0106 -1.6753
H -1.9274 -0.6163 4.9082
H -0.2469 0.0532 -2.3926
H 2.4318 -0.9556 3.2957
```

Atom charges from the natural (NBO) analysis, given in e for atoms 1 to 4: number 1, Sb, carries 1.133; number 2, Zr, carries 1.465; number 3, Se, carries -0.816; number 4, Se, carries -0.875

---

Record 8
C20H43N2P3SSeV as an isolated structure, computed with the ωB97M-V functional and the def2-TZVPD basis.

Calculated values
* <S²>: 2.121
* HOMO-LUMO gap (alpha / beta): 0.1309 / 0.1296 hartree
* total energy: -154126.996 eV
* multiplicity: 3
* molecular weight: 566.5 g/mol
* net charge: +3

XYZ file:
```
71
C20H43N2P3SSeV, DFT the ωB97M-V functional and the def2-TZVPD basis
Se 0.6349 -1.6924 -2.2372
V 0.2932 0.0213 -0.8673
S -1.6992 -0.8532 0.1537
P 2.5788 0.0237 -0.2678
P 0.2683 1.7077 -2.4775
P 0.0966 1.8511 0.9825
N -3.6633 0.8997 -0.6375
N -4.3127 -0.5326 0.8815
C 0.7276 -4.9209 0.5944
C -1.0922 2.9310 -2.4770
C 0.3124 -3.8049 -0.1419
C 1.0205 -3.4163 -1.2779
C 2.0428 -4.2326 -1.7823
C 0.1733 1.1134 -4.2066
C 2.6967 -1.2901 1.0024
C 1.7984 -5.7009 0.1355
C 3.5574 1.3971 0.4537
C 1.7663 2.7652 -2.5869
C 0.7567 1.4855 2.6578
C 2.4414 -5.3686 -1.0686
C -3.2804 -0.1649 0.0999
C 0.7441 3.5457 0.6796
C -0.9271 -1.7953 3.6320
C 3.7777 -0.5773 -1.5164
C -5.0203 1.3174 -0.3402
C -1.6041 2.3030 1.4889
C -2.3483 -1.4448 3.7361
C -5.4405 0.3791 0.7836
H -5.5865 0.9133 1.7322
H -1.4453 3.1599 -1.4638
H -3.1204 1.2530 -1.4207
H 0.5171 1.9065 -4.8848
H 3.7390 -1.3582 1.3421
H -1.5907 3.3167 1.9125
H 1.7908 3.5047 -1.7797
H 2.1213 -6.5684 0.7137
H -0.5572 -1.3696 2.6097
H 0.6883 2.4030 3.2605
H -0.8677 0.8607 -4.4397
H 0.2703 3.9921 -0.2028
H 0.1442 0.7042 3.1284
H 0.7954 0.2208 -4.3459
H -6.3673 -0.1514 0.5437
H 2.3835 -2.2537 0.5785
H 4.7742 -0.5716 -1.0524
H 1.7341 3.2851 -3.5530
H 3.2451 -6.0028 -1.4453
H -1.9255 2.5212 -3.0637
H -0.7542 3.8612 -2.9528
H -2.8477 -0.9906 2.8769
H 0.2075 -5.1843 1.5159
H 2.6782 2.1564 -2.5460
H -0.6932 -2.8741 3.6215
H 1.8311 3.5462 0.5450
H 3.5684 2.2588 -0.2252
H -5.0392 2.3656 -0.0178
H 4.5915 1.0477 0.5891
H 3.7861 0.0782 -2.3955
H -2.8687 -1.6089 4.6713
H -4.2608 -1.2922 1.5495
H -1.9636 1.5994 2.2510
H -2.2945 2.2726 0.6387
H -0.3364 -1.3330 4.4367
H 2.0482 -1.0608 1.8562
H 3.1644 1.7151 1.4241
H 3.5271 -1.5950 -1.8398
H 2.5344 -3.9796 -2.7172
H -0.5477 -3.2131 0.1704
H -5.6665 1.2077 -1.2188
H 1.7990 1.1527 2.6437
H 0.4947 4.1587 1.5573
```

Atom charges from the Mulliken analysis, given in e for atoms 1 to 4: number 1, Se, carries -0.177; number 2, V, carries 0.111; number 3, S, carries -0.215; number 4, P, carries 1.043